# 1
C23H40Cl3FeN4O3Si | ωB97M-V/def2-TZVPD

```
! RIJCOSX wB97M-V def2-TZVPD def2/J DEFGRID3
* xyz -1 5
C -1.316 -2.437 -3.027
C -0.064 -2.475 -2.217
H -1.219 -3.013 -3.951
H -1.563 -1.395 -3.275
H -2.155 -2.855 -2.450
C 1.117 -2.941 -2.648
C 1.377 -3.363 -4.053
H 1.945 -3.067 -1.942
H 0.803 -2.742 -4.760
H 1.115 -4.414 -4.229
H 2.447 -3.261 -4.266
Fe -2.782 1.253 0.435
Cl -3.317 -0.545 1.550
Cl -1.885 2.900 -0.913
C 1.259 -0.422 3.326
O 1.066 0.602 2.673
N 2.453 -0.784 3.859
C 3.619 0.075 3.758
C 2.576 -1.982 4.671
H 0.458 -1.169 3.532
H 3.348 0.986 3.219
H 4.430 -0.444 3.228
H 3.986 0.324 4.763
H 1.645 -2.555 4.589
H 2.748 -1.717 5.725
H 3.411 -2.604 4.323
H 0.966 0.574 -3.118
H 3.163 -0.537 -2.375
C 1.354 1.509 -2.690
C 3.452 0.444 -1.967
N 2.259 1.202 -1.602
H 0.526 2.106 -2.294
C 2.163 1.879 -0.412
O 1.313 2.725 -0.145
H 4.078 0.294 -1.083
H 2.955 1.589 0.314
H 1.897 2.063 -3.474
H 4.026 0.990 -2.733
O -0.141 -0.436 -1.099
C -0.148 -1.725 -0.850
C 2.111 -1.407 0.293
C 0.957 -2.176 0.132
H 2.095 -0.382 -0.063
C 3.260 -1.952 0.869
H -1.109 -2.076 -0.406
C 0.860 -3.400 0.788
H 4.198 -1.385 0.871
C 3.183 -3.226 1.444
C 1.971 -3.926 1.444
H -0.096 -3.926 0.747
H 4.066 -3.669 1.912
H 1.881 -4.886 1.964
Si -4.231 2.131 -1.724
Cl -3.140 0.219 -1.698
C -3.948 3.700 -2.744
C -4.808 2.336 0.089
C -5.738 1.541 -2.760
H -3.169 3.550 -3.499
H -3.661 4.550 -2.112
H -4.865 3.965 -3.284
H -5.535 1.518 -3.838
H -6.569 2.235 -2.592
H -6.085 0.546 -2.464
H -4.401 1.998 1.077
H -5.781 1.836 0.042
H -4.916 3.424 0.187
N -0.829 3.082 1.878
C -0.436 3.442 3.107
C -1.120 2.611 3.996
C -1.953 1.811 3.223
N -1.775 2.089 1.909
H -0.414 3.385 1.000
H 0.287 4.216 3.257
H -1.043 2.587 5.067
H -2.612 1.005 3.497
*
```

## Properties
- Frontier orbital gap (alpha / beta): 5.9 / 5.9 eV

---

# 2
C23H40F4O17 | ωB97M-V/def2-TZVPD

```
! RIJCOSX wB97M-V def2-TZVPD def2/J DEFGRID3
* xyz 0 1
C -1.056 6.182 -2.874
C -0.114 5.125 -3.621
O -0.160 4.030 -2.788
C -0.612 4.495 -1.556
O -0.732 3.822 -0.471
O -0.697 5.800 -1.609
F 1.180 5.555 -3.605
H -2.117 6.035 -3.078
H -0.826 7.204 -3.173
H -0.217 4.884 -4.679
C -3.649 2.261 -1.055
C -4.305 1.294 -1.993
O -5.629 1.222 -1.585
C -5.728 1.697 -0.261
O -6.674 1.745 0.457
O -4.481 2.132 0.075
F -3.666 0.146 -1.827
H -3.732 3.277 -1.439
H -2.610 2.087 -0.778
H -4.232 1.613 -3.033
C 4.506 2.268 -2.672
C 4.636 0.901 -2.032
O 3.664 0.860 -1.054
C 2.918 1.988 -0.996
O 1.893 2.176 -0.325
O 3.487 2.860 -1.907
F 5.829 1.038 -1.447
H 4.201 2.218 -3.718
H 5.428 2.847 -2.632
H 4.638 0.216 -2.879
C 0.426 -1.457 -3.510
C -0.751 -0.685 -2.932
O -0.798 0.478 -3.715
C 0.446 0.623 -4.361
O 0.929 1.641 -4.896
O 1.211 -0.532 -4.088
F -0.459 -0.573 -1.675
H 0.104 -2.103 -4.327
H 0.931 -2.239 -2.942
H -1.695 -1.224 -3.013
C -1.295 -4.309 -1.172
C -1.693 -5.457 -0.218
C -3.139 -5.388 -0.261
O -3.472 -4.004 -0.471
C -2.388 -3.279 -1.129
H -1.116 -4.564 -2.216
H -0.287 -3.908 -1.058
H -1.455 -5.226 0.820
H -1.268 -6.445 -0.395
H -3.666 -5.781 0.609
H -3.611 -5.870 -1.118
H -1.894 -2.513 -0.532
H -2.681 -2.735 -2.027
C 3.293 -0.124 3.303
C 3.316 -0.838 4.661
C 3.937 -2.156 4.348
O 4.292 -2.149 2.971
C 4.403 -0.786 2.481
H 3.617 0.916 3.342
H 2.318 -0.031 2.824
H 2.345 -0.896 5.152
H 4.068 -0.382 5.306
H 3.139 -2.892 4.446
H 4.819 -2.331 4.965
H 4.166 -0.743 1.418
H 5.380 -0.362 2.712
C -0.610 -0.655 1.551
O -0.924 0.574 0.826
H -1.371 -1.414 1.734
H 0.355 -1.077 1.269
H -0.386 -0.425 2.593
H -0.157 1.047 0.496
C -1.082 2.429 3.902
O -1.076 3.075 5.113
H -0.181 2.534 3.298
H -1.383 1.392 4.051
H -1.718 3.067 3.289
H -0.997 4.013 4.924
C -0.425 -3.756 3.485
O -0.439 -5.149 3.892
H -1.467 -3.458 3.598
H 0.239 -3.074 4.017
H -0.165 -3.530 2.451
H -0.828 -5.249 4.764
*
```

## Properties
- SMILES: O=C1OC[C@@H](F)O1.O=C1OC[C@@H](F)O1.O=C1OC[C@@H](F)O1.O=C1OC[C@@H](F)O1.C1CCOC1.C1CCOC1.CO.CO.CO
- Frontier orbital gap: 9.6 eV

---

# 3
C23H40F9O15S3V | ωB97M-V/def2-TZVPD

```
! RIJCOSX wB97M-V def2-TZVPD def2/J DEFGRID3
* xyz -1 2
O -1.110 0.004 3.777
V -0.913 -1.526 3.702
C -0.393 -6.275 2.615
F 0.106 -6.139 3.883
F 0.459 -7.038 1.923
F -1.581 -6.909 2.639
S -0.497 -4.472 1.850
O 0.791 -4.246 1.141
O -1.667 -4.478 0.956
O -0.738 -3.498 2.937
C -1.069 0.645 -0.331
F -2.036 0.174 -1.063
F -0.350 1.519 -1.064
F -1.603 1.309 0.718
S -0.002 -0.908 0.193
O -0.148 -2.062 -0.663
O 1.456 -0.594 0.147
O -0.454 -1.202 1.529
C 3.701 -0.310 3.916
F 3.955 0.391 2.696
F 4.875 -0.761 4.356
F 3.150 0.588 4.831
S 2.542 -1.791 3.409
O 2.811 -2.191 2.064
O 2.908 -2.877 4.292
O 1.163 -1.396 3.618
C -1.793 2.677 -3.823
C -0.793 3.200 -4.829
C 0.204 3.932 -4.030
O -0.527 4.407 -2.896
C -1.804 3.762 -2.760
H -1.494 1.693 -3.462
H -2.833 2.542 -4.122
H -1.216 3.803 -5.632
H -0.271 2.467 -5.444
H 0.913 4.603 -4.516
H 0.885 3.168 -3.656
H -2.565 4.463 -3.102
H -1.989 3.399 -1.749
C -0.585 -3.032 -4.627
C -0.598 -1.471 -4.581
C 0.421 -1.134 -3.491
O 1.059 -2.351 -3.229
C 0.864 -3.281 -4.311
H -0.948 -3.362 -5.600
H -1.267 -3.309 -3.823
H -1.624 -1.134 -4.433
H -0.232 -1.134 -5.551
H -0.189 -0.826 -2.641
H 1.152 -0.350 -3.685
H 0.938 -4.355 -4.142
H 1.542 -3.104 -5.145
C 0.382 2.795 5.299
C 0.649 2.937 3.801
C -0.566 3.621 3.250
O -1.506 2.999 4.062
C -1.128 2.892 5.376
H 1.002 3.601 5.691
H 0.652 1.841 5.750
H 0.964 2.064 3.228
H 1.433 3.667 3.601
H -0.737 3.307 2.221
H -0.733 4.695 3.337
H -1.525 2.001 5.862
H -1.490 3.798 5.861
C 4.347 1.523 -2.939
C 3.838 1.871 -1.530
C 4.148 0.589 -0.817
O 3.762 -0.481 -1.706
C 4.090 -0.009 -3.006
H 5.423 1.698 -2.955
H 3.769 1.973 -3.746
H 2.763 2.048 -1.548
H 4.362 2.754 -1.164
H 3.607 0.593 0.129
H 5.214 0.512 -0.600
H 3.385 -0.375 -3.753
H 5.011 -0.390 -3.447
C -4.633 -0.162 1.466
C -4.528 -1.435 0.670
C -3.379 -2.125 1.357
O -2.929 -1.421 2.486
C -3.988 -0.497 2.792
H -5.606 0.328 1.484
H -3.988 0.604 1.037
H -4.521 -1.320 -0.414
H -5.492 -1.890 0.897
H -2.497 -2.286 0.738
H -3.792 -3.059 1.739
H -3.566 0.382 3.280
H -4.797 -0.870 3.420
*
```

## Properties
- Frontier orbital gap (alpha / beta): 6.2 / 6.4 eV

---

# 4
C23H40N3O8P | ωB97M-V/def2-TZVPD

```
! RIJCOSX wB97M-V def2-TZVPD def2/J DEFGRID3
* xyz 0 1
C 5.282 -1.358 0.709
C 5.019 -0.822 -0.553
C 3.869 -1.455 -1.328
C 3.920 -1.636 -2.776
C 2.832 -2.243 -3.394
C 1.664 -2.694 -2.663
N 0.653 -3.301 -3.346
C -0.358 -3.713 -2.575
P -1.739 -4.592 -3.447
O -3.008 -4.578 -2.706
O -1.993 -3.840 -4.882
O -1.185 -6.115 -3.717
C -0.354 -3.500 -1.140
O -1.475 -3.991 -0.420
C -2.148 -2.955 0.062
N -2.907 -2.110 0.310
N 0.568 -2.901 -0.424
C 1.605 -2.514 -1.240
C 2.734 -1.869 -0.614
H 4.534 -1.188 1.509
H 6.165 -1.987 0.922
H 5.610 0.017 -0.958
H 4.793 -1.321 -3.364
H 2.891 -2.397 -4.482
H -2.476 -4.490 -5.426
H -0.410 -6.285 -3.159
H 2.706 -1.703 0.474
C -1.823 2.098 0.188
C -0.459 1.528 -0.168
C -0.347 1.248 -1.659
O -0.242 0.319 0.559
H -2.616 1.391 -0.065
H -1.891 2.284 1.263
H -2.010 3.035 -0.341
H 0.322 2.230 0.133
H -1.093 0.512 -1.972
H 0.635 0.830 -1.898
H -0.491 2.158 -2.244
H -0.922 -0.321 0.311
C 3.100 2.652 3.175
C 2.113 3.810 3.168
C 1.364 3.912 4.488
O 1.179 3.632 2.105
H 2.580 1.701 3.320
H 3.621 2.586 2.217
H 3.842 2.768 3.968
H 2.646 4.743 2.975
H 0.786 3.004 4.676
H 0.654 4.741 4.462
H 2.052 4.068 5.323
H 0.701 2.808 2.267
C 0.369 -1.408 5.848
C -0.340 -0.443 4.910
C -0.473 -1.025 3.512
O 0.388 0.784 4.845
H 1.381 -1.621 5.492
H 0.467 -0.972 6.844
H -0.176 -2.350 5.931
H -1.330 -0.208 5.306
H 0.511 -1.224 3.078
H -0.973 -0.318 2.850
H -1.043 -1.956 3.524
H 1.265 0.589 4.494
C -5.121 2.986 -3.008
C -3.758 2.411 -3.364
C -3.647 2.135 -4.856
O -3.544 1.204 -2.637
H -5.917 2.280 -3.263
H -5.190 3.170 -1.935
H -5.305 3.923 -3.536
H -2.975 3.110 -3.061
H -4.395 1.402 -5.171
H -2.668 1.715 -5.095
H -3.787 3.048 -5.439
H -4.229 0.575 -2.895
*
```

## Properties
- SMILES: C=Cc1ccc2nc(P(=O)(O)O)c(OC#N)nc2c1.CC(C)O.CC(C)O.CC(C)O.CC(C)O
- Frontier orbital gap: 6.6 eV

---

# 5
C23H40N7O6S2V | ωB97M-V/def2-TZVPD

```
! RIJCOSX wB97M-V def2-TZVPD def2/J DEFGRID3
* xyz 2 3
V 0.136 0.652 0.368
C -2.127 5.627 0.646
N -1.940 4.166 0.719
C -2.910 3.416 1.529
C -0.899 3.589 0.180
O -0.696 2.349 0.261
C 0.126 4.389 -0.605
O 1.095 3.524 -1.114
C 2.402 3.646 -0.625
C 2.878 2.318 -0.036
O 2.125 1.327 0.039
N 4.133 2.230 0.382
C 5.113 3.318 0.302
C 4.636 0.984 0.959
H -1.469 6.141 1.346
H -3.157 5.846 0.911
H -1.957 5.992 -0.363
H -2.944 3.849 2.527
H -2.609 2.379 1.594
H -3.892 3.491 1.067
H 0.544 5.159 0.052
H -0.377 4.904 -1.427
H 2.475 4.421 0.145
H 3.063 3.931 -1.445
H 4.729 4.176 -0.232
H 6.001 2.964 -0.219
H 5.395 3.630 1.307
H 3.807 0.346 1.245
H 5.228 1.233 1.838
H 5.270 0.466 0.239
C -4.743 -2.472 1.623
C -4.227 -2.320 0.205
N -2.850 -2.829 0.049
C -2.769 -4.272 -0.299
C -2.611 -4.488 -1.790
C -1.767 -2.097 0.204
S -1.995 -0.425 0.682
N -0.601 -2.782 -0.021
C 0.576 -2.244 0.061
O 0.831 -1.031 0.470
C 1.770 -3.027 -0.311
C 2.972 -2.365 -0.546
C 4.091 -3.086 -0.930
C 4.011 -4.467 -1.063
C 2.814 -5.129 -0.822
C 1.689 -4.410 -0.454
H -5.756 -2.076 1.694
H -4.116 -1.922 2.327
H -4.770 -3.519 1.928
H -4.257 -1.281 -0.113
H -4.832 -2.896 -0.494
H -3.695 -4.715 0.064
H -1.947 -4.713 0.254
H -3.395 -3.971 -2.348
H -2.686 -5.549 -2.029
H -1.637 -4.129 -2.125
H 3.015 -1.288 -0.444
H 5.026 -2.577 -1.126
H 4.885 -5.033 -1.360
H 2.758 -6.204 -0.923
H 0.749 -4.911 -0.268
N 0.923 0.211 5.122
C 0.382 0.072 3.910
N -0.377 -0.991 3.679
S 0.708 1.268 2.726
H 0.739 -0.433 5.873
H 1.523 0.997 5.299
H -0.569 -1.670 4.398
H -0.858 -1.063 2.788
N -2.010 0.413 -4.740
C -0.997 -0.213 -3.903
C -0.807 0.585 -2.636
O -0.045 0.197 -1.761
O -1.488 1.699 -2.557
H -1.703 0.553 -5.692
H -2.005 1.721 -3.414
H -2.874 -0.110 -4.764
H -0.027 -0.235 -4.401
H -1.226 -1.239 -3.612
*
```

## Properties
- Frontier orbital gap (alpha / beta): 8.4 / 8.6 eV

---

# 6
C23H40NO7P2SSb2Sn | ωB97M-V/def2-TZVPD

```
! RIJCOSX wB97M-V def2-TZVPD def2/J DEFGRID3
* xyz 1 1
Sn 0.437 0.514 0.266
C 0.216 -0.635 3.273
N -0.035 0.649 2.600
C 0.891 1.689 3.096
C -1.444 1.067 2.748
C -2.037 1.594 1.461
C -3.180 2.388 1.510
C -3.788 2.801 0.335
C -3.258 2.422 -0.896
C -2.106 1.652 -0.946
C -1.496 1.245 0.238
H 0.033 -0.553 4.349
H 1.256 -0.926 3.124
H -0.437 -1.408 2.863
H 0.767 1.836 4.172
H 0.700 2.629 2.582
H 1.921 1.391 2.896
H -1.525 1.816 3.540
H -2.023 0.201 3.075
H -3.593 2.685 2.468
H -4.674 3.421 0.378
H -3.730 2.747 -1.814
H -1.668 1.405 -1.902
O 0.258 2.828 -3.094
P 1.319 1.664 -2.860
O 2.048 1.253 -4.060
O 0.675 0.627 -1.948
O 2.454 2.422 -1.843
P 2.334 2.884 -0.308
O 2.713 4.406 -0.245
O 3.356 2.027 0.462
O 0.918 2.687 0.160
H 0.377 3.246 -3.951
H 3.608 4.628 -0.513
C 3.891 -0.896 1.547
Sb 3.422 -0.013 -0.293
C 5.334 0.594 -0.948
C 3.053 -1.500 -1.890
C 4.025 -2.578 -1.547
C 5.359 -2.437 -1.950
C 6.350 -3.278 -1.483
C 6.019 -4.284 -0.582
C 4.695 -4.483 -0.233
C 3.674 -3.678 -0.740
C 2.259 -4.117 -0.520
Sb 0.617 -2.842 0.088
C -0.229 -4.288 1.394
C -0.519 -3.213 -1.675
H 4.629 -1.689 1.433
H 2.988 -1.288 2.003
H 4.298 -0.076 2.138
H 6.044 -0.214 -0.809
H 5.603 1.447 -0.333
H 5.287 0.883 -1.996
H 3.302 -0.868 -2.743
H 1.997 -1.732 -1.903
H 5.608 -1.638 -2.639
H 7.373 -3.152 -1.815
H 6.786 -4.938 -0.188
H 4.433 -5.317 0.408
H 2.239 -4.940 0.195
H 1.835 -4.489 -1.455
H -0.320 -5.230 0.851
H -1.206 -3.965 1.752
H 0.432 -4.420 2.252
H -0.854 -4.250 -1.666
H 0.110 -3.042 -2.549
H -1.375 -2.543 -1.715
C -4.406 -1.155 0.241
S -3.015 -2.190 0.717
C -3.556 -3.725 -0.048
H -5.337 -1.630 0.550
H -4.417 -0.980 -0.833
H -4.312 -0.200 0.748
H -3.665 -3.601 -1.126
H -4.503 -4.050 0.381
H -2.810 -4.496 0.141
*
```

## Properties
- Frontier orbital gap: 6.5 eV